i.
Below is a single C5H10O molecule, with properties calculated with wB97M-V/def2-TZVPD.

Last column: Mulliken charge in e.
Cartesian coordinates (Å):
C1 1.99 -0.26 0.47  -0.688
O1 1.13 0.75 0.24  -0.347
C2 -0.02 0.64 -0.33  0.778
C3 -0.93 1.81 -0.25  -1.149
C4 -0.51 -0.71 -0.74  -0.602
C5 -0.52 -1.42 0.62  -0.903
H1 0.46 -1.12 1.12  0.335
H2 2.10 -1.00 -0.31  0.258
H3 2.86 0.07 1.02  0.229
H4 -1.83 1.57 0.34  0.277
H5 -0.42 2.66 0.22  0.351
H6 -1.28 2.10 -1.25  0.285
H7 -1.49 -0.63 -1.22  0.300
H8 0.16 -1.21 -1.46  0.272
H9 -0.44 -2.51 0.57  0.323
H10 -1.41 -1.14 1.18  0.280

HOMO (spin up / spin down): -6.610 / -6.997 eV
Orbital gap (spin up / spin down): 7.55 / 8.05 eV

ii.
Below is a single C5H10O molecule, with properties calculated with wB97M-V/def2-TZVPD.

Last column: Mulliken charge in e.
Cartesian coordinates (Å):
C1 1.82 -0.46 -1.07  -1.090
C2 1.03 0.02 -0.09  0.560
O1 1.46 0.96 0.79  -0.451
C3 -0.42 -0.39 0.13  0.613
C4 -1.32 0.23 -0.94  -1.274
C5 -0.92 -0.05 1.54  -1.499
H1 1.45 -1.21 -1.76  0.271
H2 2.83 -0.07 -1.21  0.221
H3 2.37 1.17 0.56  0.298
H4 -0.46 -1.48 0.00  0.253
H5 -1.00 -0.07 -1.94  0.343
H6 -1.31 1.33 -0.90  0.320
H7 -2.36 -0.10 -0.81  0.359
H8 -0.94 1.03 1.71  0.317
H9 -0.29 -0.49 2.31  0.351
H10 -1.94 -0.43 1.67  0.408

HOMO: -8.757 eV
SMILES string: C=C(O)C(C)C
Orbital gap: 9.64 eV

Stability ranking, top and bottom: ii is the most stable and i is the least stable.

i.
Below is a single C5H4N2O molecule, with properties calculated with wB97M-V/def2-TZVPD.

Last column: Mulliken charge in e.
Cartesian coordinates (Å):
C1 1.09 2.48 0.82  -0.098
C2 0.26 1.67 0.40  -0.329
C3 -0.58 0.60 -0.16  0.100
N1 -1.68 0.40 -0.94  -0.500
C4 -1.86 -0.89 -1.15  -0.116
O1 -0.66 -1.66 -0.77  -0.358
C5 0.03 -0.76 -0.15  0.629
N2 1.23 -1.23 0.39  -0.490
H1 1.38 3.43 1.37  0.317
H2 -2.79 -1.41 -1.26  0.357
H3 2.10 -0.47 0.72  0.260
H4 1.48 -2.16 0.74  0.229

HOMO: -7.827 eV
SMILES string: C#Cc1ncoc1N
Orbital gap: 8.56 eV

ii.
Below is C5H4N2O as an isolated structure, with properties calculated with wB97M-V/def2-TZVPD.

Last column: Mulliken charge in e.
Cartesian coordinates (Å):
C1 -1.98 -0.46 0.76  0.688
C2 -0.74 -1.24 0.91  -0.600
C3 0.24 -0.74 0.11  -0.198
C4 0.17 0.51 -0.54  -0.352
C5 -0.83 1.48 -0.34  -0.228
N1 -2.11 0.73 1.31  -0.494
N2 -2.24 1.25 -0.04  -0.099
O1 -2.44 -0.15 -0.46  -0.281
H1 -0.73 -1.99 1.70  0.353
H2 1.12 -1.30 0.16  0.413
H3 1.17 0.78 -0.88  0.317
H4 -0.80 2.48 -0.48  0.480

HOMO: -9.098 eV
Orbital gap: 8.62 eV

iii.
Below is C5H4N2O as an isolated structure, with properties calculated with wB97M-V/def2-TZVPD.

Last column: Mulliken charge in e.
Cartesian coordinates (Å):
C1 1.60 -0.68 -0.18  0.359
C2 1.36 0.88 -0.07  -0.328
C3 -0.06 0.44 -0.30  0.126
C4 -1.32 0.65 0.03  -0.451
C5 -1.91 -0.73 0.03  0.040
H1 1.58 1.06 0.99  0.207
H2 2.05 1.80 -0.62  0.266
H3 -2.13 1.43 0.03  0.313
H4 -3.01 -1.08 0.46  0.292
N1 -1.03 -1.67 -0.10  -0.680
N2 0.16 -0.98 -0.39  0.386
O1 2.73 -1.13 0.12  -0.531

HOMO: -10.168 eV
Orbital gap: 10.66 eV

Stability ranking, top and bottom: i is the most stable and ii is the least stable.

i.
Below is C29H18FN4O6PdS as an isolated structure, with properties calculated with wB97M-V/def2-TZVPD.

Last column: Mulliken charge in e.
Cartesian coordinates (Å):
Pd1 0.42 0.68 -1.20  -0.457
O1 4.23 0.79 0.26  -0.778
C1 3.02 0.77 0.10  0.598
O2 2.44 0.60 -1.06  -0.699
C2 2.09 0.98 1.25  -0.026
C3 2.56 0.89 2.56  -0.859
C4 1.67 0.92 3.61  -1.109
C5 0.27 1.06 3.34  0.774
C6 -0.71 1.04 4.35  -0.744
C7 -2.05 1.21 4.06  -0.585
C8 -2.45 1.42 2.74  -0.708
C9 -1.51 1.43 1.72  0.372
C10 -0.15 1.22 1.99  -0.146
N1 0.77 1.17 0.98  0.776
H1 3.62 0.76 2.69  0.537
H2 2.01 0.83 4.63  0.333
H3 -0.39 0.88 5.37  0.358
H4 -2.79 1.18 4.85  0.353
H5 -3.50 1.57 2.51  0.401
H6 -1.81 1.57 0.70  0.213
S1 -3.62 2.44 -1.50  -0.335
C11 -3.87 0.72 -1.62  1.287
C12 -5.06 0.01 -1.58  -0.611
C13 -5.01 -1.36 -1.73  -0.505
C14 -3.79 -2.00 -1.96  -0.719
C15 -2.61 -1.30 -2.00  -0.402
C16 -2.63 0.08 -1.79  -0.418
N2 -1.55 0.93 -1.78  -0.289
C17 -1.90 2.19 -1.64  0.996
C18 -0.89 3.19 -1.52  0.797
C19 -1.09 4.57 -1.56  -0.767
C20 -0.01 5.42 -1.43  -0.658
C21 1.27 4.90 -1.28  -0.661
C22 1.48 3.52 -1.24  -0.230
C23 0.41 2.66 -1.36  -0.023
H7 -6.00 0.52 -1.43  0.385
H8 -5.92 -1.94 -1.68  0.379
H9 -3.78 -3.08 -2.11  0.378
H10 -1.66 -1.78 -2.20  0.572
H11 -2.10 4.96 -1.68  0.373
H12 -0.16 6.49 -1.44  0.381
H13 2.12 5.56 -1.17  0.410
H14 2.48 3.13 -1.11  0.512
F1 3.48 -4.69 -3.27  -0.335
C24 3.27 -4.38 -1.98  0.330
C25 2.03 -4.05 -1.57  -0.022
N3 1.75 -3.78 -0.26  0.157
C26 0.41 -3.34 0.11  -1.474
C27 0.10 -1.91 -0.38  1.574
O3 -0.67 -1.26 0.32  -0.560
O4 0.62 -1.55 -1.48  -0.823
C28 2.74 -3.77 0.70  0.558
O5 2.54 -3.54 1.88  -0.648
N4 4.00 -4.08 0.22  -0.072
C29 4.40 -4.40 -1.08  0.279
O6 5.55 -4.65 -1.34  -0.652
H15 1.21 -3.98 -2.27  0.411
H16 0.32 -3.37 1.19  0.417
H17 -0.33 -4.02 -0.33  0.183
H18 4.74 -4.02 0.90  0.224

<S²>: 2.031
HOMO (spin up / spin down): -2.105 / -5.105 eV
Total charge: -1
Orbital gap (spin up / spin down): 3.72 / 6.19 eV
Spin multiplicity: 3

ii.
Below is C29H18FN4O6PdS as an isolated structure, with properties calculated with wB97M-V/def2-TZVPD.

Last column: Mulliken charge in e.
Cartesian coordinates (Å):
Pd1 -0.59 -0.32 -0.81  -0.123
O1 -0.99 -0.38 -4.97  -0.698
C1 -0.64 -0.31 -3.80  0.457
O2 -0.96 -1.07 -2.83  -0.643
C2 0.34 0.80 -3.43  0.604
C3 1.27 1.26 -4.39  -0.563
C4 2.20 2.18 -4.02  -0.782
C5 2.16 2.72 -2.71  1.463
C6 3.05 3.72 -2.26  -0.898
C7 2.93 4.25 -1.00  -0.559
C8 1.91 3.79 -0.14  -0.355
C9 1.04 2.82 -0.55  -0.119
C10 1.16 2.25 -1.83  -0.249
N1 0.29 1.26 -2.20  -0.695
H1 1.23 0.84 -5.38  0.471
H2 2.95 2.53 -4.71  0.401
H3 3.82 4.07 -2.93  0.384
H4 3.62 5.02 -0.67  0.395
H5 1.80 4.24 0.84  0.485
H6 0.25 2.46 0.08  0.355
S1 -4.65 -2.48 1.11  -0.403
C11 -4.59 -3.31 -0.41  0.859
C12 -5.48 -4.24 -0.93  -0.655
C13 -5.23 -4.75 -2.19  -0.374
C14 -4.10 -4.34 -2.91  -0.604
C15 -3.21 -3.42 -2.40  -0.307
C16 -3.46 -2.90 -1.12  -0.588
N2 -2.67 -1.96 -0.47  -0.187
C17 -3.16 -1.64 0.68  1.016
C18 -2.53 -0.66 1.57  1.227
C19 -2.97 -0.56 2.90  -0.781
C20 -2.37 0.32 3.77  -0.975
C21 -1.32 1.11 3.31  -1.030
C22 -0.90 1.00 2.00  1.096
C23 -1.48 0.13 1.08  -0.426
H7 -6.36 -4.55 -0.37  0.370
H8 -5.91 -5.47 -2.62  0.360
H9 -3.93 -4.74 -3.90  0.386
H10 -2.34 -3.08 -2.94  0.452
H11 -3.77 -1.20 3.26  0.297
H12 -2.69 0.38 4.81  0.363
H13 -0.82 1.80 3.99  0.447
H14 -0.05 1.61 1.70  -0.143
F1 1.99 2.90 3.58  -0.424
C24 2.38 1.63 3.40  0.227
C25 2.88 1.23 2.23  0.006
N3 3.33 -0.05 2.01  0.088
C26 3.57 -0.46 0.63  -1.147
C27 2.29 -0.57 -0.21  0.960
O3 2.44 -0.79 -1.41  -0.651
O4 1.21 -0.41 0.45  -0.720
C28 3.16 -1.03 2.97  0.462
O5 3.47 -2.19 2.81  -0.655
N4 2.65 -0.57 4.17  -0.063
C29 2.21 0.71 4.50  0.324
O6 1.75 0.97 5.59  -0.669
H15 2.97 1.91 1.39  0.616
H16 4.08 -1.41 0.64  0.405
H17 4.23 0.28 0.16  0.283
H18 2.51 -1.28 4.88  0.225

<S²>: 2.005
HOMO (spin up / spin down): -4.986 / -5.781 eV
Total charge: -1
Orbital gap (spin up / spin down): 7.21 / 7.82 eV
Spin multiplicity: 3

Stability ranking, top and bottom: ii is the most stable and i is the least stable.

i.
Below is a single C5H4S molecule, with properties calculated with wB97M-V/def2-TZVPD.

Last column: Mulliken charge in e.
Cartesian coordinates (Å):
C1 2.15 1.12 1.45  0.133
C2 1.39 0.82 0.57  -0.502
C3 0.42 0.51 -0.33  -0.281
C4 -0.52 -0.50 -0.07  -0.068
C5 -1.66 -0.95 -0.78  -0.423
S1 -2.09 -0.43 -2.26  -0.257
H1 2.62 1.23 2.40  0.403
H2 0.15 1.18 -1.19  0.325
H3 -0.28 -1.21 0.71  0.274
H4 -2.19 -1.76 -0.50  0.396

HOMO: -8.794 eV
SMILES string: C#C/C=C/C=S
Orbital gap: 7.28 eV

ii.
Below is C5H4S as an isolated structure, with properties calculated with wB97M-V/def2-TZVPD.

Last column: Mulliken charge in e.
Cartesian coordinates (Å):
C1 -1.12 -2.03 -0.30  -0.657
C2 -0.70 -0.99 0.34  0.164
C3 0.92 0.38 -0.09  -0.757
C4 -0.34 0.04 -0.88  0.030
C5 -0.08 0.10 1.09  -0.057
S1 -1.33 1.33 0.02  -0.198
H1 1.80 -0.22 -0.14  0.277
H2 1.27 1.32 -0.18  0.308
H3 -0.40 -0.24 -2.01  0.440
H4 -0.01 0.30 2.16  0.449

HOMO: -8.864 eV
Orbital gap: 8.71 eV

iii.
Below is a single C5H4S molecule, with properties calculated with wB97M-V/def2-TZVPD.

Last column: Mulliken charge in e.
Cartesian coordinates (Å):
C1 0.37 -1.16 0.19  -0.375
C2 -0.82 -1.27 -0.48  -0.473
C3 0.57 -0.01 0.80  -0.128
C4 -0.55 1.49 -0.68  -0.486
C5 0.46 1.40 0.46  -0.023
S1 -1.42 0.18 -1.16  0.075
H1 0.87 -2.04 0.50  0.336
H2 -1.15 -2.12 -0.84  0.509
H3 0.28 2.00 1.27  0.334
H4 1.39 1.53 -0.05  0.231

HOMO (spin up / spin down): -7.613 / -7.562 eV
Orbital gap (spin up / spin down): 6.80 / 7.25 eV

Stability ranking, top and bottom: i is the most stable and iii is the least stable.